Formula: C51H47N3P2PdTe
Source: the OMol25 dataset
Level of theory: ωB97M-V/def2-TZVPD

CARTESIAN COORDINATES (ANGSTROEM)
1 Pd 0.0025 0.0292 -0.4314
2 Te -2.3687 -3.6751 2.4025
3 C -0.7833 -5.1025 2.5853
4 C -0.6398 -6.1411 1.6712
5 C 0.3845 -7.0615 1.8434
6 N 1.2514 -7.0253 2.8536
7 C 1.0909 -6.0491 3.7446
8 C 0.0983 -5.0822 3.6609
9 C -1.7367 -2.0425 1.2612
10 P -1.1373 -0.5174 1.9531
11 C -1.5985 -0.5655 3.7298
12 C -0.6867 -0.5760 4.7782
13 C -1.1269 -0.6046 6.0976
14 C -2.4818 -0.6129 6.3852
15 C -3.4028 -0.5844 5.3439
16 C -2.9613 -0.5543 4.0330
17 C 0.7183 -0.5711 2.0549
18 C 1.4141 -1.7706 2.2276
19 C 2.7949 -1.8000 2.2365
20 C 3.5191 -0.6216 2.0575
21 C 2.8520 0.5769 1.8854
22 C 1.4578 0.6015 1.8916
23 P -1.8311 -1.9589 -0.5160
24 C -2.8260 -3.4237 -0.9937
25 C -2.3371 -4.4973 -1.7279
26 C -3.1634 -5.5703 -2.0468
27 C -4.4888 -5.5780 -1.6442
28 C -4.9923 -4.5001 -0.9244
29 C -4.1681 -3.4344 -0.6101
30 C -0.1651 -2.4325 -1.2046
31 C 0.3535 -1.7730 -2.3234
32 C 1.6500 -2.0379 -2.7750
33 C 2.4337 -2.9653 -2.1205
34 C 1.9278 -3.6381 -1.0065
35 C 0.6545 -3.3641 -0.5550
36 H -1.3075 -6.2253 0.8217
37 H 0.5159 -7.8681 1.1291
38 H 1.7924 -6.0374 4.5729
39 H 0.0232 -4.3162 4.4234
40 H 0.3763 -0.5733 4.5733
41 H -0.4013 -0.6249 6.9014
42 H -2.8212 -0.6414 7.4128
43 H -4.4646 -0.5928 5.5572
44 H -3.6834 -0.5534 3.2222
45 H 0.8510 -2.6850 2.3333
46 H 3.3134 -2.7428 2.3675
47 H 4.6018 -0.6461 2.0453
48 H 3.4045 1.4946 1.7252
49 H 0.9465 1.5526 1.7854
50 H -1.3029 -4.5100 -2.0480
51 H -2.7627 -6.4040 -2.6104
52 H -5.1282 -6.4167 -1.8883
53 H -6.0265 -4.4970 -0.6030
54 H -4.5590 -2.6044 -0.0299
55 H -0.2723 -1.0938 -2.8926
56 H 2.0360 -1.4986 -3.6307
57 H 3.4404 -3.1665 -2.4645
58 H 2.5389 -4.3671 -0.4871
59 H 0.2746 -3.8602 0.3239
60 C 1.2186 1.3424 -1.3794
61 C 1.9360 2.2849 -1.7214
62 C 2.7460 3.3770 -2.0201
63 C 2.2323 4.4516 -2.8545
64 C 3.0549 5.4345 -3.4306
65 C 2.5263 6.4383 -4.2250
66 C 1.1635 6.5008 -4.4842
67 C 0.3352 5.5211 -3.9473
68 C 0.8575 4.5178 -3.1532
69 C 4.0957 3.3887 -1.4308
70 C 4.7860 2.1810 -1.2742
71 C 6.0335 2.1481 -0.6753
72 C 6.6170 3.3177 -0.2045
73 C 5.9345 4.5193 -0.3320
74 C 4.6880 4.5560 -0.9377
75 H 4.1240 5.3924 -3.2776
76 H 3.1921 7.1748 -4.6573
77 H 0.7574 7.2860 -5.1079
78 H -0.7275 5.5381 -4.1682
79 H 0.2195 3.7391 -2.7542
80 H 4.3195 1.2674 -1.6209
81 H 6.5521 1.2032 -0.5720
82 H 7.5909 3.2911 0.2669
83 H 6.3692 5.4333 0.0527
84 H 4.1533 5.4951 -1.0001
85 C -2.8640 2.9436 -2.6668
86 C -1.9241 1.7984 -2.2218
87 N -1.8592 1.7471 -0.7677
88 C -1.3071 2.9775 -0.2136
89 C -2.1648 4.1845 -0.6552
90 N -3.3422 3.6322 -1.4165
91 C -4.1181 2.6695 -0.5542
92 C -3.1765 1.4890 -0.2141
93 H -3.7514 2.5957 -3.1942
94 H -2.3609 3.6987 -3.2704
95 H -0.9154 1.9387 -2.6071
96 H -2.2930 0.8359 -2.5766
97 H -0.2786 3.0873 -0.5561
98 H -1.3003 2.8792 0.8722
99 H -1.6353 4.8528 -1.3349
100 H -2.5671 4.7615 0.1764
101 H -3.9517 4.4021 -1.6797
102 H -4.9956 2.3708 -1.1263
103 H -4.4399 3.2288 0.3234
104 H -3.5448 0.5505 -0.6282
105 H -3.0787 1.3580 0.8633

Calculated values
E_HOMO (spin up / spin down)   -6.21 / -6.44 eV
HOMO-LUMO gap (spin up / spin down)   5.33 / 5.54 eV
Total charge   0
Spin multiplicity   3
Energy above the lowest of the compared OMol25 structures with the same formula, charge and spin   1.053 eV

---

Formula: C51H47N6P2S2ScSi
Source: the OMol25 dataset
Level of theory: ωB97M-V/def2-TZVPD

CARTESIAN COORDINATES (ANGSTROEM)
1 Sc 0.5182 -1.1608 0.3586
2 C -0.3202 2.7504 1.4381
3 Si -1.5156 1.9290 0.2964
4 C -2.9238 3.0936 -0.1412
5 C -4.0693 3.5106 0.5414
6 C -4.8444 4.5302 0.0118
7 C -4.4998 5.1526 -1.1909
8 C -3.3696 4.7570 -1.8836
9 C -2.5988 3.7281 -1.3483
10 P -1.1149 2.9145 -1.9410
11 C 0.1638 4.0785 -2.4605
12 C 1.2290 4.3687 -1.6061
13 C 2.1881 5.3038 -1.9719
14 C 2.0908 5.9487 -3.1975
15 C 1.0368 5.6605 -4.0553
16 C 0.0768 4.7268 -3.6931
17 C -1.5542 1.9662 -3.4140
18 C -2.8787 1.6331 -3.6805
19 C -3.1804 0.8028 -4.7539
20 C -2.1657 0.3020 -5.5554
21 C -0.8403 0.6319 -5.2920
22 C -0.5363 1.4592 -4.2237
23 C -1.5243 0.0954 -0.0444
24 C -1.4397 -0.6121 -1.2979
25 C -1.8519 -1.9315 -1.3799
26 C -2.2803 -2.6493 -0.2591
27 C -2.4219 -1.9726 0.9686
28 C -2.0844 -0.6399 1.0752
29 P -2.6147 0.5336 2.3589
30 C -4.1856 -0.1222 2.9603
31 C -5.3424 0.2396 2.2714
32 C -6.5681 -0.3014 2.6314
33 C -6.6423 -1.2020 3.6848
34 C -5.4928 -1.5656 4.3751
35 C -4.2640 -1.0303 4.0152
36 C -1.4522 0.3922 3.7493
37 C -1.7703 0.9188 5.0033
38 C -0.8490 0.8650 6.0377
39 C 0.4053 0.2984 5.8354
40 C 0.7410 -0.2039 4.5878
41 C -0.1915 -0.1491 3.5622
42 H 0.1389 3.6057 0.9458
43 H 0.4597 2.0939 1.8257
44 H -0.8981 3.1315 2.2839
45 H -4.3452 3.0630 1.4883
46 H -5.7281 4.8624 0.5414
47 H -5.1180 5.9519 -1.5781
48 H -3.0966 5.2407 -2.8136
49 H 1.3053 3.8728 -0.6478
50 H 3.0007 5.5447 -1.2974
51 H 2.8346 6.6810 -3.4828
52 H 0.9619 6.1655 -5.0091
53 H -0.7346 4.4999 -4.3748
54 H -3.6777 2.0150 -3.0566
55 H -4.2119 0.5532 -4.9646
56 H -2.4057 -0.3391 -6.3934
57 H -0.0492 0.2525 -5.9260
58 H 0.4959 1.7257 -4.0304
59 H -1.1208 -0.1037 -2.1955
60 H -1.8184 -2.4279 -2.3429
61 H -2.5791 -3.6838 -0.3513
62 H -2.8730 -2.4808 1.8149
63 H -5.2873 0.9406 1.4463
64 H -7.4631 -0.0146 2.0957
65 H -7.5991 -1.6174 3.9728
66 H -5.5549 -2.2636 5.1996
67 H -3.3743 -1.3088 4.5667
68 H -2.7440 1.3619 5.1787
69 H -1.1062 1.2695 7.0076
70 H 1.1205 0.2605 6.6466
71 H 1.7230 -0.6268 4.4149
72 H 0.0892 -0.5203 2.5801
73 C 2.6510 0.1015 -3.4236
74 C 1.8889 -0.5868 -2.3337
75 N 1.5562 0.0164 -1.1615
76 N 2.2047 1.2159 -0.8869
77 C 2.7558 1.3769 0.3122
78 N 3.4436 2.5080 0.5378
79 S 2.5346 0.2269 1.5480
80 C 1.5515 -1.9547 -2.4095
81 C 1.8592 -2.7766 -3.5208
82 C 1.5601 -4.1081 -3.4949
83 C 0.9615 -4.6635 -2.3489
84 C 0.7134 -3.8399 -1.2885
85 N 0.9845 -2.5126 -1.2840
86 H 2.4649 1.1766 -3.4617
87 H 3.7309 -0.0428 -3.3217
88 H 2.3638 -0.2773 -4.4025
89 H 2.4395 1.8368 -1.6488
90 H 3.7578 3.0923 -0.2203
91 H 3.8946 2.6197 1.4302
92 H 2.3444 -2.3518 -4.3868
93 H 1.8010 -4.7344 -4.3434
94 H 0.7227 -5.7150 -2.2852
95 H 0.2734 -4.2354 -0.3809
96 N 1.9272 -6.0955 5.5119
97 C 2.4772 -5.9936 4.2906
98 S 3.6125 -7.0040 3.7017
99 C 1.9263 -4.8602 3.4558
100 C 0.6298 -4.3839 3.6076
101 C 0.1739 -3.3710 2.7856
102 N 0.9278 -2.8205 1.8252
103 C 2.1863 -3.2816 1.6895
104 C 2.7153 -4.2841 2.4698
105 H 2.2647 -6.8249 6.1201
106 H 1.3702 -5.3648 5.9188
107 H -0.0585 -4.8068 4.3271
108 H -0.8299 -2.9843 2.8928
109 H 2.7888 -2.8292 0.9102
110 H 3.7261 -4.6343 2.3127

Calculated values
E_HOMO (spin up / spin down)   -10.73 / -10.37 eV
HOMO-LUMO gap (spin up / spin down)   5.73 / 5.31 eV
Total charge   +2
Energy above the lowest of the compared OMol25 structures with the same formula, charge and spin   0.000 eV

---

Formula: C51H48ILuN8O4
Source: the OMol25 dataset
Level of theory: ωB97M-V/def2-TZVPD

CARTESIAN COORDINATES (ANGSTROEM)
1 Lu 0.6235 0.3769 -0.5218
2 C 2.9642 4.2355 -2.4300
3 C 1.7263 3.7193 -1.7252
4 O 1.5137 2.3885 -2.1035
5 C 0.9305 4.2363 -0.8120
6 C -0.1338 3.4301 -0.0925
7 C -0.7291 4.3750 0.9130
8 N 0.4647 2.2325 0.5620
9 N 0.6952 2.3479 1.9043
10 C 1.0248 1.1917 2.3127
11 O 1.2406 0.2088 1.4710
12 C 1.2085 0.9183 3.7589
13 C 1.3911 -0.3713 4.2517
14 C 1.2732 -0.7175 5.6055
15 C 0.9555 0.3232 6.5281
16 C 0.7716 1.5981 6.0282
17 C 0.9483 1.9014 4.7058
18 H 3.9067 3.6295 -2.1426
19 H 3.1029 5.3256 -2.3531
20 H 2.8202 4.0455 -3.5403
21 H 1.2293 5.1803 -0.3781
22 H -1.2198 5.2225 0.4085
23 H -0.0006 4.6556 1.6689
24 H -1.5598 3.9263 1.5101
25 H 1.6220 -1.1972 3.4893
26 H 1.2776 -1.7704 5.8427
27 H 0.8174 0.1774 7.5715
28 H 0.6992 2.3848 6.7773
29 H 0.8217 2.9253 4.4339
30 O 4.2791 -1.5146 -1.7171
31 C 3.5885 -0.5718 -1.4140
32 O 2.3348 -0.4752 -1.5139
33 C 4.2740 0.6879 -0.8074
34 C 5.6184 1.0389 -1.1062
35 C 6.1073 2.2572 -0.6113
36 C 5.2784 3.0480 0.1467
37 C 4.0445 2.5858 0.4517
38 N 3.4824 1.5079 -0.1292
39 H 6.1918 0.3232 -1.7446
40 H 7.1046 2.5007 -0.9366
41 H 5.5875 3.9928 0.6133
42 H 3.3350 3.1373 1.0952
43 C -4.8951 -0.5778 4.4175
44 C -3.4871 -0.9015 4.6293
45 C -3.0140 0.1345 5.7290
46 C -3.4184 -2.4023 5.1021
47 C -2.7219 -0.8010 3.3152
48 C -2.9774 0.3135 2.4777
49 C -2.3128 0.3904 1.2666
50 N -1.3265 -0.4430 0.8241
51 C -1.1779 -1.5691 1.5846
52 C -1.8234 -1.7647 2.7872
53 C -0.3805 -2.6390 0.9167
54 C -0.6876 -3.9955 1.0086
55 C 0.1036 -4.9525 0.3530
56 C 1.2146 -4.4831 -0.2754
57 C 1.4057 -3.1519 -0.4188
58 N 0.6540 -2.2553 0.1875
59 C -0.2152 -6.4572 0.3655
60 C -0.6625 -6.9595 1.7148
61 C 0.8123 -7.4308 -0.1417
62 C -1.3918 -6.5540 -0.6730
63 H -5.5063 -0.8581 5.2951
64 H -5.2953 -1.1894 3.5364
65 H -5.0675 0.4948 4.1930
66 H -3.5458 -0.2135 6.6498
67 H -3.3429 1.1386 5.5093
68 H -1.9247 0.0795 5.9230
69 H -3.8578 -2.4796 6.1174
70 H -2.3798 -2.6873 5.2474
71 H -3.9160 -3.0555 4.3748
72 H -3.6527 1.0868 2.7052
73 H -2.5763 1.2354 0.5964
74 H -1.6504 -2.6658 3.3493
75 H -1.5910 -4.1526 1.5276
76 H 1.8428 -5.1167 -0.8708
77 H 2.2892 -2.7166 -0.9553
78 H 0.0737 -6.9166 2.4052
79 H -1.0283 -7.9886 1.6090
80 H -1.4578 -6.3518 2.0838
81 H 1.7366 -7.5520 0.6059
82 H 1.1622 -7.3648 -1.1849
83 H 0.2476 -8.3386 -0.1654
84 H -2.1824 -5.8541 -0.4697
85 H -1.7783 -7.5931 -0.6441
86 H -0.9719 -6.1420 -1.5851
87 I -0.7159 -2.5550 -3.1722
88 N -3.3450 4.9138 -5.0307
89 C -2.9826 4.2538 -4.1578
90 C -2.5246 3.4251 -3.1235
91 C -1.5698 3.8509 -2.2552
92 C -1.2728 2.9931 -1.0724
93 N -1.1148 1.5610 -1.5633
94 C -2.0492 1.1922 -2.4271
95 C -2.9252 2.0223 -3.0640
96 H -1.0736 4.8537 -2.3673
97 H -2.1873 2.9622 -0.4557
98 H -2.0631 0.1246 -2.6872
99 H -3.7167 1.5752 -3.6923
100 N 0.1588 1.1315 -11.1220
101 C 0.2834 1.5468 -10.0625
102 C 0.2661 1.7620 -8.6771
103 C 0.2453 3.0044 -8.0474
104 C 0.4224 3.0604 -6.6874
105 C 0.5505 1.8952 -5.8595
106 C 0.6073 0.6456 -6.5238
107 C 0.4782 0.6132 -7.9253
108 C 0.7309 2.0312 -4.4561
109 C 1.0482 2.2253 -3.3101
110 H 0.1742 3.8667 -8.6629
111 H 0.4079 3.9569 -6.1379
112 H 0.7054 -0.3172 -5.9451
113 H 0.5250 -0.3118 -8.5089

Calculated values
E_HOMO   -1.52 eV
HOMO-LUMO gap   5.12 eV
Total charge   -2